[1]
# C5H8N2

C5H8N2 in the gas phase (ωB97M-V/def2-TZVPD, the OMol25 dataset).

The geometry in ORCA input format:
```
! wB97M-V def2-TZVPD RIJCOSX def2/J DEFGRID3
* xyz 0 1
C -2.34 -0.28 0.09
C -0.91 0.23 -0.05
C -0.91 1.45 -0.75
N 1.54 1.25 -0.35
C 1.47 0.03 0.07
N 2.55 -0.81 0.29
C 0.16 -0.51 0.33
H -2.54 -0.98 -0.72
H -2.51 -0.77 1.05
H -3.04 0.55 -0.01
H -1.35 2.26 -0.14
H 2.50 1.54 -0.57
H 2.35 -1.79 0.43
H 3.38 -0.64 -0.27
H 0.06 -1.51 0.73
*
```

- frontier orbital gap (Eh) = 0.2954
- lowest unoccupied orbital energy (hartree) = 0.0038
- ΔE to the lowest compared entry with this formula, charge and spin (kcal per mole) = 88.9
- highest occupied orbital energy (eV) = -7.9

In elementary charge units, the Löwdin charges are: C -0.056; C -0.439; C 0.200; N 0.121; C -0.507; N 0.109; C -0.066; H 0.088; H 0.089; H 0.073; H 0.046; H 0.061; H 0.086; H 0.092; H 0.103

[2]
# C30H25F5N3OPdS2

A molecular structure, C30H25F5N3OPdS2 (ωB97M-V/def2-TZVPD, the OMol25 dataset).

The geometry in ORCA input format:
```
! wB97M-V def2-TZVPD RIJCOSX def2/J DEFGRID3
* xyz 1 5
Pd -0.94 -0.81 -0.14
C -4.61 3.37 -0.94
C -3.84 2.69 0.17
N -2.40 3.02 0.19
C -1.97 4.25 0.87
C -1.76 5.42 -0.08
C -1.50 2.28 -0.43
S -2.10 0.89 -1.35
N -0.24 2.62 -0.46
C 0.78 1.76 -0.64
O 0.72 0.51 -0.58
C 2.11 2.37 -0.86
C 2.35 3.70 -0.53
C 3.61 4.24 -0.72
C 4.63 3.46 -1.26
C 4.39 2.14 -1.60
C 3.14 1.58 -1.39
H -5.66 3.06 -0.90
H -4.22 3.09 -1.92
H -4.58 4.45 -0.86
H -3.93 1.61 0.11
H -4.23 2.98 1.15
H -1.04 4.03 1.40
H -2.74 4.47 1.62
H -1.02 5.17 -0.83
H -1.40 6.28 0.49
H -2.69 5.71 -0.57
H 1.55 4.30 -0.11
H 3.80 5.27 -0.46
H 5.61 3.89 -1.42
H 5.18 1.53 -2.03
H 2.93 0.55 -1.65
C 3.56 -3.80 1.16
C 3.12 -2.48 1.27
C 2.03 -2.04 0.55
C 1.37 -2.91 -0.34
C 1.81 -4.25 -0.43
C 2.89 -4.68 0.31
N 0.26 -2.44 -1.01
C -0.20 -3.05 -2.16
C -1.57 -2.96 -2.47
C -2.08 -3.56 -3.60
C -1.23 -4.23 -4.48
C 0.14 -4.28 -4.21
C 0.65 -3.70 -3.07
H 4.41 -4.14 1.73
H 3.62 -1.80 1.94
H 1.70 -1.02 0.63
H 1.25 -4.96 -1.02
H 3.20 -5.71 0.25
H -2.23 -2.46 -1.78
H -3.14 -3.50 -3.81
H -1.63 -4.70 -5.37
H 0.81 -4.77 -4.91
H 1.72 -3.68 -2.92
F 0.54 -2.26 6.36
C -0.14 -1.93 5.28
C -0.05 -2.71 4.13
F 0.73 -3.79 4.13
C -0.76 -2.35 3.01
F -0.67 -3.15 1.94
C -1.57 -1.21 2.98
S -2.50 -0.73 1.59
C -1.63 -0.44 4.15
F -2.38 0.66 4.19
C -0.94 -0.79 5.29
F -1.02 -0.05 6.39
*
```

- frontier orbital gap (alpha / beta) (Eh) = 0.2941 / 0.1967
- lowest unoccupied orbital energy (alpha / beta) (hartree) = -0.1032 / -0.2245
- ΔE to the lowest compared entry with this formula, charge and spin (kcal per mole) = 0.0
- highest occupied orbital energy (alpha / beta) (eV) = -10.8 / -11.5

In elementary charge units, the Löwdin charges are: Pd 0.593; C -0.058; C -0.234; N -0.097; C -0.174; C -0.059; C -0.666; S 0.852; N 0.135; C -0.407; O -0.126; C -0.144; C -0.019; C -0.062; C -0.064; C -0.062; C -0.016; H 0.087; H 0.074; H 0.071; H 0.060; H 0.127; H 0.118; H 0.124; H 0.071; H 0.085; H 0.067; H 0.105; H 0.110; H 0.110; H 0.109; H 0.114; C -0.050; C -0.057; C -0.029; C -0.279; C -0.012; C -0.052; N 0.056; C -0.274; C -0.034; C -0.061; C -0.055; C -0.056; C -0.021; H 0.113; H 0.114; H 0.086; H 0.118; H 0.115; H 0.084; H 0.113; H 0.113; H 0.115; H 0.120; F 0.162; C -0.117; C -0.137; F 0.142; C -0.234; F 0.081; C -0.508; S 0.747; C -0.236; F 0.099; C -0.135; F 0.148

[3]
# C4H4Cl2N2O2

3 unconnected molecules or ions with the total composition C4H4Cl2N2O2 in a non-equilibrium geometry (ωB97M-V/def2-TZVPD, the OMol25 dataset).

The geometry in ORCA input format:
```
! wB97M-V def2-TZVPD RIJCOSX def2/J DEFGRID3
* xyz 0 1
C -0.01 -0.34 1.51
C -0.11 0.08 0.38
C 1.04 -2.49 2.96
C -0.18 0.48 -0.99
N 0.95 -2.60 1.82
N -0.16 -0.27 2.88
O 0.68 0.34 3.50
O -1.13 -0.82 3.37
Cl 1.36 -2.50 -1.29
Cl 1.26 -2.46 4.54
H -0.92 -0.12 -1.52
H -0.47 1.53 -1.02
H 0.80 0.36 -1.46
H 1.12 -2.57 -0.03
*
```

- SMILES = CC#C[N+](=O)[O-].N#CCl.Cl
- frontier orbital gap (Eh) = 0.3634
- lowest unoccupied orbital energy (hartree) = -0.0235
- ΔE to the lowest compared entry with this formula, charge and spin (kcal per mole) = 0.0
- highest occupied orbital energy (eV) = -10.5

In elementary charge units, the Löwdin charges are: C -0.018; C -0.030; C -0.782; C -0.107; N 0.127; N -0.469; O 0.072; O 0.077; Cl 0.318; Cl 0.879; H 0.088; H 0.093; H 0.066; H -0.314

[4]
# C5H10O2

A molecular structure, C5H10O2 (ωB97M-V/def2-TZVPD, the OMol25 dataset).

The geometry in ORCA input format:
```
! wB97M-V def2-TZVPD RIJCOSX def2/J DEFGRID3
* xyz 0 1
C 1.13 1.20 0.81
C -0.15 0.43 1.04
C -1.02 0.60 -1.00
O -0.01 0.69 -1.73
C -1.40 -0.81 -0.56
C -0.40 -0.92 0.54
O 1.02 -1.41 -0.51
H 2.03 0.70 1.21
H 1.07 2.15 1.36
H 1.30 1.43 -0.24
H -0.40 0.46 2.11
H -1.75 1.42 -0.97
H 0.84 -0.67 -1.19
H -2.40 -0.81 -0.09
H -1.38 -1.56 -1.37
H -0.50 -1.76 1.23
H 1.80 -1.09 -0.02
*
```

- frontier orbital gap (alpha / beta) (Eh) = 0.2807 / 0.2807
- lowest unoccupied orbital energy (alpha / beta) (hartree) = 0.0179 / 0.0179
- ΔE to the lowest compared entry with this formula, charge and spin (kcal per mole) = 121.5
- highest occupied orbital energy (alpha / beta) (eV) = -7.2 / -7.2

In elementary charge units, the Löwdin charges are: C -0.140; C -0.209; C -0.301; O -0.085; C -0.139; C -0.149; O 0.029; H 0.068; H 0.074; H 0.061; H 0.091; H 0.125; H 0.089; H 0.129; H 0.122; H 0.129; H 0.105

[5]
# C31H44BrCuN2P2

A molecular structure, C31H44BrCuN2P2 (ωB97M-V/def2-TZVPD, the OMol25 dataset).

The geometry in ORCA input format:
```
! wB97M-V def2-TZVPD RIJCOSX def2/J DEFGRID3
* xyz 1 2
Cu 0.29 0.86 -0.51
C -1.60 3.50 1.23
C -2.49 2.26 1.22
C -3.96 2.67 1.28
P -1.92 1.14 -0.15
C -2.87 1.45 -1.71
C -4.35 1.08 -1.79
C -2.63 2.89 -2.16
C -2.40 -0.55 0.39
C -3.68 -0.88 0.81
C -4.00 -2.14 1.32
C -5.40 -2.45 1.76
C -2.99 -3.09 1.43
C -1.70 -2.81 1.02
C -1.38 -1.55 0.47
N -0.13 -1.19 0.10
C 0.96 -2.00 -0.07
C 0.93 -3.32 -0.56
C 2.11 -3.99 -0.82
C 3.35 -3.39 -0.61
C 4.62 -4.11 -0.93
C 3.38 -2.08 -0.12
C 2.22 -1.38 0.15
P 2.13 0.35 0.76
C 3.86 0.99 0.69
C 3.84 2.52 0.73
C 4.85 0.44 1.71
C 1.59 0.12 2.52
C 2.26 -1.00 3.32
C 1.62 1.45 3.27
H -1.83 4.12 2.10
H -1.76 4.12 0.34
H -0.54 3.24 1.26
H -2.26 1.67 2.11
H -4.24 3.29 0.42
H -4.13 3.27 2.17
H -4.65 1.83 1.32
H -2.33 0.80 -2.41
H -4.96 1.68 -1.12
H -4.52 0.03 -1.57
H -4.70 1.26 -2.80
H -3.17 3.60 -1.54
H -2.98 3.02 -3.19
H -1.57 3.16 -2.14
H -4.47 -0.14 0.76
H -6.08 -1.63 1.56
H -5.43 -2.65 2.84
H -5.78 -3.34 1.26
H -3.21 -4.06 1.86
H -0.93 -3.54 1.17
H -0.02 -3.79 -0.78
H 2.07 -5.00 -1.21
H 4.50 -5.19 -0.85
H 5.43 -3.81 -0.26
H 4.95 -3.89 -1.95
H 4.35 -1.62 0.04
H 4.18 0.70 -0.32
H 3.55 2.88 1.72
H 3.15 2.94 0.00
H 4.84 2.90 0.53
H 4.64 0.83 2.70
H 5.86 0.76 1.44
H 4.85 -0.65 1.78
H 0.54 -0.15 2.38
H 3.28 -0.74 3.60
H 2.29 -1.94 2.77
H 1.70 -1.16 4.25
H 2.64 1.75 3.52
H 1.07 1.36 4.21
H 1.17 2.26 2.70
Br 1.40 3.29 -2.51
C 0.99 1.66 -3.36
C 1.15 1.55 -4.74
C 0.83 0.34 -5.33
C 0.37 -0.70 -4.53
C 0.25 -0.49 -3.18
N 0.56 0.67 -2.59
H 1.51 2.39 -5.31
H 0.94 0.22 -6.40
H 0.10 -1.66 -4.96
H -0.10 -1.27 -2.51
*
```

- frontier orbital gap (alpha / beta) (Eh) = 0.2970 / 0.2188
- lowest unoccupied orbital energy (alpha / beta) (hartree) = -0.0773 / -0.1636
- ΔE to the lowest compared entry with this formula, charge and spin (kcal per mole) = 0.9
- highest occupied orbital energy (alpha / beta) (eV) = -10.2 / -10.4

In elementary charge units, the Löwdin charges are: Cu 0.014; C -0.122; C -0.517; C -0.100; P 1.063; C -0.522; C -0.098; C -0.111; C -0.233; C -0.044; C -0.242; C -0.034; C -0.018; C 0.006; C -0.267; N 0.039; C -0.301; C -0.014; C -0.022; C -0.250; C -0.038; C -0.031; C -0.263; P 1.066; C -0.529; C -0.119; C -0.105; C -0.520; C -0.091; C -0.107; H 0.085; H 0.072; H 0.042; H 0.111; H 0.069; H 0.086; H 0.057; H 0.092; H 0.069; H 0.067; H 0.086; H 0.069; H 0.087; H 0.029; H 0.091; H 0.080; H 0.093; H 0.091; H 0.125; H 0.110; H 0.114; H 0.120; H 0.083; H 0.083; H 0.092; H 0.100; H 0.108; H 0.068; H 0.027; H 0.086; H 0.071; H 0.088; H 0.061; H 0.089; H 0.065; H 0.072; H 0.085; H 0.068; H 0.086; H 0.059; Br 0.825; C -0.712; C -0.088; C -0.038; C -0.034; C -0.106; N -0.023; H 0.108; H 0.120; H 0.115; H 0.107

[6]
# C4H9NO2

2 unconnected molecules or ions with the total composition C4H9NO2 in a non-equilibrium geometry (ωB97M-V/def2-TZVPD, the OMol25 dataset).

The geometry in ORCA input format:
```
! wB97M-V def2-TZVPD RIJCOSX def2/J DEFGRID3
* xyz 0 1
C 1.48 -0.32 0.56
C 0.24 0.46 0.78
C 0.09 1.70 -0.12
O -1.09 1.49 -0.79
N -1.07 -1.02 0.41
C -1.20 -1.48 -0.83
O -0.97 -0.77 -1.81
H 1.46 -1.23 1.15
H 2.34 0.30 0.81
H 1.55 -0.55 -0.51
H -0.15 0.64 1.78
H 0.09 2.63 0.49
H 0.98 1.87 -0.78
H -0.98 0.55 -1.23
H -1.31 -1.73 1.11
H -1.46 -2.54 -1.04
*
```

- frontier orbital gap (Eh) = 0.3614
- lowest unoccupied orbital energy (hartree) = 0.0141
- ΔE to the lowest compared entry with this formula, charge and spin (kcal per mole) = 76.9
- highest occupied orbital energy (eV) = -9.5

In elementary charge units, the Löwdin charges are: C -0.092; C -0.074; C -0.292; O -0.102; N 0.095; C -0.396; O -0.020; H 0.076; H 0.097; H 0.096; H 0.118; H 0.126; H 0.124; H 0.014; H 0.094; H 0.136

[7]
# C6H8N

A gas-phase ion, C6H8N (charge +1) in a non-equilibrium geometry (ωB97M-V/def2-TZVPD, the OMol25 dataset).

The geometry in ORCA input format:
```
! wB97M-V def2-TZVPD RIJCOSX def2/J DEFGRID3
* xyz 1 1
C -0.58 -1.48 2.69
C 0.47 2.00 0.12
C -0.13 -1.23 0.29
C -0.09 0.48 -0.25
C 0.16 -0.21 -1.54
C 0.08 -1.64 -0.95
N -0.35 -1.59 1.55
H -1.02 -1.41 3.57
H 0.54 2.15 1.15
H -0.24 2.70 -0.28
H 1.42 2.06 -0.30
H -1.10 0.67 -0.21
H -0.52 0.03 -2.31
H 1.14 -0.01 -1.87
H 0.22 -2.52 -1.65
*
```

- SMILES = C#[N+]C1=CC[C@@H]1C
- frontier orbital gap (Eh) = 0.3431
- lowest unoccupied orbital energy (hartree) = -0.1974
- ΔE to the lowest compared entry with this formula, charge and spin (kcal per mole) = 145.2
- highest occupied orbital energy (eV) = -14.7

In elementary charge units, the Löwdin charges are: C 0.369; C 0.030; C -0.139; C -0.117; C -0.150; C 0.089; N 0.181; H 0.087; H 0.046; H 0.079; H 0.050; H 0.082; H 0.122; H 0.115; H 0.157

[8]
# C4H10F4N3P3

A molecular structure, C4H10F4N3P3 in a non-equilibrium geometry (ωB97M-V/def2-TZVPD, the OMol25 dataset).

The geometry in ORCA input format:
```
! wB97M-V def2-TZVPD RIJCOSX def2/J DEFGRID3
* xyz 0 3
C -1.37 1.49 -1.20
C -2.26 -2.37 0.83
C 0.05 1.71 -0.58
C -3.26 -1.59 0.99
N 0.29 -0.56 0.80
N 2.04 1.24 1.10
N 2.73 -0.82 -0.64
F 0.56 -1.72 -1.66
F 1.23 -2.74 0.37
F 3.41 1.75 -1.01
F 4.51 0.58 0.70
P 0.24 1.00 1.14
P 1.23 -1.27 -0.22
P 3.06 0.56 0.05
H -1.47 1.51 -2.30
H -1.85 0.53 -0.78
H -2.09 2.37 -1.18
H -1.35 -2.19 1.34
H -2.17 -3.07 -0.02
H 2.71 1.79 1.73
H 0.22 2.79 -0.30
H 0.79 1.56 -1.34
H -3.13 -0.73 1.67
H -4.15 -1.82 0.51
*
```

- frontier orbital gap (alpha / beta) (Eh) = 0.2003 / 0.2720
- lowest unoccupied orbital energy (alpha / beta) (hartree) = 0.0166 / -0.0766
- highest occupied orbital energy (alpha / beta) (eV) = -5.0 / -9.5

In elementary charge units, the Löwdin charges are: C -0.166; C -0.139; C -0.451; C -0.110; N -0.411; N -0.321; N -0.182; F -0.165; F -0.140; F -0.158; F -0.115; P 0.795; P 0.447; P 0.497; H 0.057; H 0.062; H 0.073; H 0.014; H 0.076; H 0.110; H 0.070; H 0.043; H 0.076; H 0.038

[9]
# C4H5NS2

C4H5NS2 in the gas phase in a non-equilibrium geometry (ωB97M-V/def2-TZVPD, the OMol25 dataset).

The geometry in ORCA input format:
```
! wB97M-V def2-TZVPD RIJCOSX def2/J DEFGRID3
* xyz 0 1
C 1.35 0.79 -0.74
C -0.57 -0.61 0.44
C 1.54 1.90 -1.40
C -1.81 -1.17 1.06
N -0.53 0.48 -0.13
S 2.30 -0.51 -0.17
S 0.83 -1.72 0.65
H 2.51 2.18 -1.79
H 0.72 2.56 -1.58
H -1.96 -2.21 0.78
H -2.66 -0.57 0.74
H -1.72 -1.11 2.14
*
```

- frontier orbital gap (Eh) = 0.3001
- lowest unoccupied orbital energy (hartree) = -0.0024
- ΔE to the lowest compared entry with this formula, charge and spin (kcal per mole) = 63.8
- highest occupied orbital energy (eV) = -8.2

In elementary charge units, the Löwdin charges are: C -0.594; C -0.832; C -0.068; C -0.110; N 0.120; S 0.567; S 0.564; H 0.060; H 0.058; H 0.072; H 0.081; H 0.081